Arrangement P

Density functional theory data (ωB97M-V with the def2-TZVPD basis set) for a 2-piece molecular cluster, C3H8OS2 overall.

ORCA input file:
```
! wB97M-V def2-TZVPD RIJCOSX def2/J DEFGRID3
* xyz 0 1
C -1.76 -1.17 0.57
S -1.27 -1.48 -1.08
S -1.89 0.20 -2.19
H -1.96 -2.13 1.06
H -1.00 -0.65 1.16
H -2.68 -0.59 0.67
H -2.73 -0.39 -3.01
C 2.23 1.51 -0.12
C 1.59 0.42 0.28
O 1.27 0.16 1.59
H 2.54 1.54 -1.16
H 2.33 2.41 0.48
H 1.39 -0.43 -0.36
H 1.93 0.59 2.13
*
```

E_LUMO = 0.5 eV
Frontier orbital gap = 0.34054 hartree
SMILES = C=CO.CSS
HOMO level = -0.3206 hartree

---

Arrangement Q

Density functional theory data (ωB97M-V with the def2-TZVPD basis set) for a 2-piece molecular cluster, C3H8OS2 overall.

ORCA input file:
```
! wB97M-V def2-TZVPD RIJCOSX def2/J DEFGRID3
* xyz 0 1
C 2.11 0.54 2.15
S 2.22 -0.26 0.59
S 0.39 -1.54 1.00
H 2.76 1.45 2.46
H 1.02 0.80 2.25
H 2.44 -0.12 3.01
H -0.13 -2.03 -0.15
O -2.32 -1.26 -0.58
C -1.67 -0.69 -1.50
C -1.50 0.80 -1.60
H -1.24 -1.20 -2.50
H -2.02 1.51 -0.86
H -0.36 0.80 -1.59
H -1.70 1.20 -2.67
*
```

E_LUMO = -0.2 eV
Frontier orbital gap = 0.30509 hartree
SMILES = CC=O.CSS
HOMO level = -0.3116 hartree

---

Top of the stability list: arrangement P, leading by 107.3 kJ/mol.

---

Arrangement P

Density functional theory data (ωB97M-V with the def2-TZVPD basis set) for a 4-piece molecular cluster, C4H17N2O2 overall.

ORCA input file:
```
! wB97M-V def2-TZVPD RIJCOSX def2/J DEFGRID3
* xyz 1 1
C -0.19 1.23 -0.07
C -1.57 0.87 0.38
C -1.96 -0.56 0.21
C -2.70 -0.97 -1.05
N -4.10 -0.67 -0.79
N 0.77 1.00 1.12
H -0.06 -1.34 0.23
H -0.08 2.31 -0.18
H -2.30 1.48 -0.15
H -1.79 1.13 1.43
H -0.89 -1.15 0.21
H -2.54 -0.97 1.05
H -2.57 -2.04 -1.27
H -2.37 -0.42 -1.92
H -4.41 0.15 -1.30
H -4.71 -1.46 -0.97
H 0.86 1.88 1.64
H 1.74 0.76 0.86
H 0.43 0.31 1.78
H 4.01 -0.05 -0.38
H 3.09 1.14 -0.70
O 3.21 0.42 -0.07
H 5.76 -1.71 0.14
H 6.66 -0.57 -0.12
O 5.72 -0.78 -0.09
*
```

E_LUMO = -5.4 eV
Frontier orbital gap = 0.22038 hartree
HOMO level = -0.4193 hartree

---

Arrangement Q

Density functional theory data (ωB97M-V with the def2-TZVPD basis set) for a 3-piece molecular cluster, C4H17N2O2 overall.

ORCA input file:
```
! wB97M-V def2-TZVPD RIJCOSX def2/J DEFGRID3
* xyz 1 1
N 1.31 0.92 0.55
C 0.46 1.00 -0.61
C 0.05 -0.40 -1.10
N 0.01 -1.29 0.09
C -0.15 -2.72 -0.35
C -0.99 -1.09 1.17
H 0.81 0.88 1.43
H 2.00 1.65 0.60
H 0.93 -1.21 0.52
H 1.02 1.44 -1.42
H -0.51 1.50 -0.49
H 0.72 -0.86 -1.83
H -0.95 -0.34 -1.52
H -0.72 -3.31 0.36
H 0.81 -3.24 -0.40
H -0.58 -2.83 -1.33
H -0.57 -1.44 2.10
H -1.99 -1.45 0.94
H -1.30 -0.05 1.27
H -3.74 0.08 0.04
H -3.12 0.10 -1.41
O -2.95 0.24 -0.48
H 3.45 3.77 1.24
H 3.15 4.74 0.15
O 2.84 3.89 0.51
*
```

E_LUMO = -2.6 eV
Frontier orbital gap = 0.39402 hartree
HOMO level = -0.4882 hartree

---

Top of the stability list: arrangement Q, leading by 522.3 kJ/mol.

---

Arrangement P

Density functional theory data (ωB97M-V with the def2-TZVPD basis set) for C3H4ClFO as an isolated structure.

ORCA input file:
```
! wB97M-V def2-TZVPD RIJCOSX def2/J DEFGRID3
* xyz 0 1
C 0.09 1.33 0.54
C -0.20 -0.22 0.40
C 0.94 -0.91 -0.29
H 0.61 1.83 1.99
H -1.11 2.00 0.35
H -0.13 -0.60 1.54
H 0.97 -0.98 -1.64
O 1.97 -1.46 0.24
F 1.14 1.65 -0.58
Cl -1.84 -0.39 -0.16
*
```

E_LUMO = -0.1 eV
Frontier orbital gap = 0.37783 hartree
HOMO level = -0.3814 hartree

---

Arrangement Q

Density functional theory data (ωB97M-V with the def2-TZVPD basis set) for one molecule with the formula C3H4ClFO.

ORCA input file:
```
! wB97M-V def2-TZVPD RIJCOSX def2/J DEFGRID3
* xyz 0 1
C -0.34 -0.65 -0.01
C 0.18 0.38 0.95
C 0.70 0.33 -0.40
H -1.84 -0.15 -0.94
H 0.02 -1.59 0.09
H -0.35 1.29 1.27
H 0.90 -0.02 1.74
O -1.60 -0.84 -0.28
F 1.93 -0.28 -0.74
Cl 0.42 1.51 -1.69
*
```

E_LUMO = 0.7 eV
Frontier orbital gap = 0.39451 hartree
SMILES = O[C@@H]1C[C@]1(F)Cl
HOMO level = -0.3696 hartree

---

Top of the stability list: arrangement Q, leading by 336.7 kJ/mol.

---

Arrangement P

Density functional theory data (ωB97M-V with the def2-TZVPD basis set) for one molecule with the formula C3H4ClFO.

ORCA input file:
```
! wB97M-V def2-TZVPD RIJCOSX def2/J DEFGRID3
* xyz 0 1
C 0.34 0.22 -0.56
C -0.50 -1.04 -0.62
C 0.16 0.94 0.81
O 1.09 0.71 -1.36
F 0.54 2.26 0.64
Cl 1.36 0.30 1.88
H -1.17 -1.00 0.15
H -1.02 -1.13 -1.58
H 0.15 -1.98 -0.54
H -0.97 0.74 1.19
*
```

E_LUMO = 0.5 eV
Frontier orbital gap = 0.39319 hartree
SMILES = CC(=O)[C@H](F)Cl
HOMO level = -0.3735 hartree

---

Arrangement Q

Density functional theory data (ωB97M-V with the def2-TZVPD basis set) for one molecule with the formula C3H4ClFO.

ORCA input file:
```
! wB97M-V def2-TZVPD RIJCOSX def2/J DEFGRID3
* xyz 0 1
C -1.32 1.64 0.01
C -1.07 0.03 0.10
C 0.34 -0.52 0.48
H -0.37 2.25 -0.20
H -1.58 1.93 1.06
H -2.21 1.79 -0.64
H 0.28 -0.56 1.61
O -1.84 -0.85 -0.26
F 0.42 -1.74 -0.09
Cl 1.60 0.60 -0.14
*
```

E_LUMO = 0.6 eV
Frontier orbital gap = 0.39515 hartree
SMILES = CC(=O)[C@@H](F)Cl
HOMO level = -0.3723 hartree

---

Arrangement R

Density functional theory data (ωB97M-V with the def2-TZVPD basis set) for a 2-piece molecular cluster, C3H4ClFO overall.

ORCA input file:
```
! wB97M-V def2-TZVPD RIJCOSX def2/J DEFGRID3
* xyz 0 1
C 2.89 -0.50 0.20
C 0.94 -0.58 -1.66
C 0.10 -1.40 -0.62
O 3.08 -1.50 0.78
F -0.17 -0.61 0.44
Cl 3.95 0.82 -0.06
H 1.00 0.42 -1.89
H 1.40 -1.29 -2.31
H -0.75 -1.99 -1.06
H 0.57 -2.22 -0.16
*
```

E_LUMO (alpha / beta) = -0.1 / -0.8 eV
Frontier orbital gap (alpha / beta) = 0.32336 / 0.29335 hartree
HOMO level (alpha / beta) = -0.3287 / -0.3230 hartree

---

Top of the stability list: arrangement P, leading by 8.4 kJ/mol.